Density functional theory data (wB97M-V/def2-TZVPD) for a structure of composition C4H14N3OsS.

XYZ file:
```
23
Properties=species:S:1:pos:R:3:mulliken_charge:R:1
Os 0.797 -0.159 -1.595 0.46
S -0.046 -1.583 -0.469 -0.27
N -1.813 -0.249 1.163 -0.05
N 0.393 1.790 -0.731 -0.67
N 0.224 -0.192 1.878 -0.01
C 1.750 -2.241 -3.117 -0.84
C -0.575 -0.667 0.949 -0.10
C -0.440 0.780 2.759 -0.38
C -1.882 0.739 2.256 -0.36
H 0.245 0.634 -2.810 -0.27
H 0.013 1.783 2.641 0.23
H -2.620 -0.478 0.583 0.23
H 2.515 -2.900 -2.696 0.33
H 1.226 -0.388 1.946 0.25
H -2.584 0.409 3.032 0.31
H 0.635 2.592 -1.322 0.34
H -0.349 0.479 3.808 0.32
H 1.931 -1.137 -2.833 0.20
H 1.737 -2.364 -4.218 0.32
H 0.782 -2.584 -2.737 0.11
H -2.214 1.725 1.875 0.25
H 0.874 2.028 0.152 0.30
H -0.598 1.984 -0.514 0.29
```

The spin multiplicity is 5. As for the expectation value of S²: 6.01. The value obtained for the gap between HOMO and LUMO (alpha / beta) is 6.402 / 7.109 eV. The calculation puts the HOMO energy (alpha / beta) at -0.3505 / -0.4363 Eh. The total charge is +1.

***

Density functional theory data (wB97M-V/def2-TZVPD) for a structure of composition C9H14F8InO3.

XYZ file:
```
35
Properties=species:S:1:pos:R:3:mulliken_charge:R:1
In -1.369 -1.351 -2.841 0.55
F -2.642 -0.826 2.108 -0.17
F -3.053 1.427 3.826 -0.27
F -4.288 -1.003 3.495 -0.28
F -2.324 1.567 1.191 -0.21
F -0.765 1.299 -0.291 -0.15
F -2.806 0.090 5.521 -0.34
F -0.198 -0.267 1.916 -0.27
F 1.169 1.388 1.745 -0.31
O 3.511 -0.724 -4.689 -0.54
O 2.147 -1.005 -2.883 -0.29
O -0.390 1.495 3.306 -0.42
C -0.909 0.521 4.222 -0.68
C 1.468 0.285 -2.896 -0.06
C -2.436 0.287 4.218 0.88
C -1.013 1.775 0.947 0.17
C 3.441 -0.910 -3.448 0.67
C -2.934 -0.914 3.413 0.10
C 4.801 -0.975 -2.632 -0.89
C -0.126 1.073 1.982 0.78
C 0.027 0.269 -3.574 -1.11
H -3.037 -0.620 -2.734 -0.35
H -1.504 -2.671 -4.087 -0.36
H 0.060 0.182 -4.723 0.35
H 1.410 0.721 -1.832 0.08
H -0.347 -0.415 4.176 0.32
H -0.673 0.936 5.206 0.40
H -2.517 -1.848 3.801 0.26
H -0.837 2.852 0.950 0.17
H -0.481 1.277 -3.346 0.26
H 2.108 1.031 -3.503 0.29
H 4.669 -0.946 -1.497 0.26
H 5.358 -1.920 -2.923 0.27
H -0.988 -1.994 -1.209 -0.35
H 5.473 -0.086 -2.915 0.27
```

The spin multiplicity is 1. The value obtained for the gap between HOMO and LUMO is 6.819 eV. The calculation puts the HOMO energy at -0.1613 Eh. The total charge is -1.

***

Density functional theory data (wB97M-V/def2-TZVPD) for a structure of composition C21H18CrN3O2S3.

XYZ file:
```
48
Properties=species:S:1:pos:R:3:mulliken_charge:R:1
Cr 0.448 0.019 0.152 0.72
S 0.990 -1.310 -1.894 -0.35
S -1.779 -0.090 -0.536 -0.54
S 0.062 2.227 -0.019 -0.37
O 2.269 0.351 0.220 -0.12
O 4.156 0.878 1.247 -0.69
N -0.321 0.679 -3.242 0.17
N 1.821 0.937 -3.216 0.35
N -0.364 -0.949 1.837 -0.18
C -3.691 -1.953 3.149 -0.92
C -3.903 -1.001 0.950 -0.62
C 1.459 4.478 -0.317 -0.95
C -4.474 -1.580 2.090 -0.59
C 2.544 5.328 -0.312 -0.61
C 1.281 2.046 -3.823 -0.15
C -2.295 -1.750 3.082 1.23
C -2.544 -0.787 0.850 0.98
C 1.902 -1.072 2.770 -1.47
C 3.807 4.849 0.023 -0.56
C -0.064 1.888 -3.831 -0.68
C 1.590 3.118 -0.003 1.01
C -1.721 -1.167 1.938 -0.79
C 3.145 1.217 0.663 0.33
C -1.429 -2.118 4.132 -0.75
C 3.949 3.517 0.347 -0.80
C -0.090 -1.905 4.011 -0.81
C 2.860 2.644 0.324 0.33
C 0.828 0.128 -2.803 -0.15
C 0.429 -1.306 2.839 1.16
C 3.233 0.682 -3.011 -0.72
H 2.389 -1.562 3.610 0.43
H -1.841 -2.570 5.023 0.42
H 3.770 1.618 -3.147 0.30
H 4.909 3.105 0.625 0.46
H -1.226 0.304 -2.989 0.27
H 3.376 0.303 -2.003 0.16
H -5.545 -1.726 2.124 0.37
H 2.343 -1.440 1.844 0.37
H 4.661 5.511 0.036 0.41
H 0.476 4.857 -0.565 0.45
H -4.542 -0.714 0.126 0.44
H -4.117 -2.400 4.036 0.37
H 2.403 6.370 -0.565 0.39
H -0.843 2.521 -4.205 0.44
H 0.597 -2.178 4.796 0.39
H 1.898 2.838 -4.200 0.47
H 3.584 -0.059 -3.729 0.29
H 2.132 -0.006 2.821 0.12
```

The spin multiplicity is 2. As for the expectation value of S²: 0.76. The value obtained for the gap between HOMO and LUMO (alpha / beta) is 6.760 / 6.851 eV. The calculation puts the HOMO energy (alpha / beta) at -0.2654 / -0.2722 Eh. The total charge is 0. The value obtained for the energy above the lowest of the compared OMol25 structures with the same formula, charge and spin is 0.0 kJ/mol.

***

Density functional theory data (wB97M-V/def2-TZVPD) for an isolated molecule of C3H3NO2.

XYZ file:
```
9
Properties=species:S:1:pos:R:3:mulliken_charge:R:1
O -1.207 -1.253 0.023 -0.27
O 2.058 0.189 -0.012 -0.48
N 0.387 -1.397 0.137 -0.38
C -0.329 0.798 0.069 -0.46
C 0.756 -0.141 0.083 0.68
C -1.459 0.056 0.025 -0.17
H 2.506 -0.571 -0.408 0.35
H -2.487 0.454 0.003 0.37
H -0.225 1.864 0.080 0.36
```

The spin multiplicity is 1. The value obtained for the gap between HOMO and LUMO is 10.536 eV. The calculation puts the HOMO energy at -0.3618 Eh. The total charge is 0. The value obtained for the energy above the lowest of the compared OMol25 structures with the same formula, charge and spin is 258.5 kJ/mol. Its structure (SMILES) is Oc1ccon1.

***

Density functional theory data (wB97M-V/def2-TZVPD) for a structure of composition C11H20N10S2Ti.

XYZ file:
```
44
Properties=species:S:1:pos:R:3:mulliken_charge:R:1
Ti -0.041 0.243 0.048 0.44
S 0.699 1.732 1.882 -0.50
S -1.478 -1.694 0.567 -0.48
N -3.219 0.379 0.073 0.41
N 4.379 0.769 2.778 -0.65
N -5.198 -0.533 0.234 -0.66
N -0.042 -0.718 -2.955 -0.18
N -2.174 1.300 -0.082 -0.76
N 2.225 -0.480 0.249 -0.77
N 3.222 1.475 2.921 0.22
N 0.077 0.363 -2.140 0.34
N 2.880 0.167 1.306 0.39
N -4.207 -1.442 0.450 0.23
C 5.131 -1.010 1.229 -1.26
C 0.139 -0.397 -4.251 0.51
C -5.235 1.890 -0.269 -1.25
C 0.592 2.762 -2.408 -1.17
C 0.418 0.956 -4.276 -0.91
C 0.378 1.387 -2.945 0.39
C -4.593 0.586 0.011 0.88
C 4.173 -0.029 1.786 0.86
C 0.039 -1.403 -5.342 -1.24
C -2.990 -0.928 0.354 0.46
C 2.282 1.129 2.055 0.50
H -0.916 -1.927 -5.305 0.35
H -2.272 2.019 0.632 0.31
H -4.957 2.636 0.477 0.33
H -0.284 3.390 -2.579 0.28
H 2.721 -0.273 -0.618 0.30
H -4.959 2.261 -1.258 0.33
H 0.121 -0.913 -6.308 0.34
H 1.428 3.245 -2.911 0.41
H -2.276 1.747 -0.992 0.27
H 4.751 -2.028 1.324 0.34
H -6.313 1.756 -0.239 0.35
H 6.062 -0.939 1.785 0.35
H 0.806 2.758 -1.336 0.21
H 5.340 -0.806 0.177 0.34
H -4.439 -2.400 0.668 0.19
H 3.145 2.174 3.646 0.19
H 0.839 -2.140 -5.266 0.32
H 0.630 1.551 -5.147 0.47
H -0.339 -1.605 -2.579 0.23
H 2.287 -1.485 0.405 0.29
```

The spin multiplicity is 3. As for the expectation value of S²: 2.00. The value obtained for the gap between HOMO and LUMO (alpha / beta) is 8.205 / 9.554 eV. The calculation puts the HOMO energy (alpha / beta) at -0.4961 / -0.5498 Eh. The total charge is +2. The value obtained for the energy above the lowest of the compared OMol25 structures with the same formula, charge and spin is 2.5 kJ/mol.

***

Density functional theory data (wB97M-V/def2-TZVPD) for a cluster of 5 separate species, C33H38N5S in total.

XYZ file:
```
77
Properties=species:S:1:pos:R:3:mulliken_charge:R:1
S -3.326 1.621 -1.755 -0.03
N -1.265 -2.010 3.908 -0.51
N -2.328 6.083 1.279 -0.34
N -4.730 -5.245 -1.676 -0.26
N -1.811 -0.615 -1.910 0.19
N 8.787 1.986 -1.782 -0.51
C 3.147 0.886 -1.836 -0.41
C 1.181 -3.048 4.756 -0.38
C 1.041 -2.533 3.475 -0.33
C -2.576 2.508 0.902 -0.91
C -6.400 -7.479 -1.695 -0.12
C 9.706 0.280 0.224 -0.52
C -0.194 -2.028 3.104 -0.43
C -4.954 -5.965 -0.567 0.08
C -3.226 8.664 0.719 -0.12
C -5.772 -7.082 -0.525 -0.68
C 0.582 0.381 -1.968 -0.62
C 1.796 0.651 -0.977 -0.49
C -2.191 2.583 -0.642 0.27
C -1.910 8.444 1.092 -0.47
C 10.076 1.959 -1.420 -0.28
C -6.187 -6.752 -2.855 -0.54
C -2.463 -2.725 -0.632 -0.34
C 8.366 0.289 -0.132 0.13
C -3.596 6.323 0.918 0.13
C 7.960 1.154 -1.135 0.11
C -5.348 -5.652 -2.794 -0.18
C 4.330 0.127 -1.105 -0.64
C -1.105 -2.514 5.138 -0.24
C -1.066 -2.864 -0.090 -0.31
C 10.583 1.130 -0.432 -0.31
C -2.773 -1.580 -1.520 -0.20
C 5.098 -0.544 -0.423 0.07
C 0.089 -3.039 5.608 -0.36
C -0.461 -0.685 -1.471 0.81
C -1.512 7.144 1.358 -0.23
C -4.091 7.584 0.628 -0.71
C -0.068 -1.810 -0.540 -0.77
C -2.328 0.470 -2.810 -0.84
H 3.092 0.446 -2.873 0.34
H 1.873 -2.524 2.782 0.37
H 11.636 1.149 -0.182 0.37
H 0.981 -1.935 -0.146 0.38
H -3.576 9.667 0.502 0.38
H 1.005 0.007 -2.958 0.41
H 5.510 -1.185 0.404 0.41
H -4.235 5.447 0.863 0.31
H -3.000 3.496 1.267 0.16
H 2.132 -3.451 5.085 0.38
H -4.444 -5.614 0.324 0.31
H -0.491 6.921 1.651 0.36
H -0.353 -1.611 2.116 0.77
H -3.223 1.620 1.178 0.34
H -2.286 3.670 -0.963 0.43
H 10.722 2.644 -1.959 0.37
H -1.098 2.308 -0.753 -0.34
H 3.428 1.978 -1.914 0.35
H 0.161 -3.431 6.614 0.38
H 2.024 -0.184 -0.258 0.10
H -3.050 0.004 -3.559 0.41
H -3.252 -3.475 -0.349 0.20
H -7.049 -8.347 -1.702 0.38
H -1.526 0.969 -3.420 0.37
H -1.989 -2.487 5.767 0.37
H 6.924 1.195 -1.451 0.13
H 1.680 1.605 -0.361 0.36
H -5.147 -5.053 -3.677 0.34
H -5.125 7.718 0.339 0.35
H -1.593 2.384 1.473 0.25
H -1.207 9.263 1.175 0.35
H -5.914 -7.626 0.400 0.35
H -6.661 -7.033 -3.787 0.35
H -3.831 -1.478 -1.913 0.41
H -0.791 -3.710 0.606 0.45
H 0.122 1.399 -2.198 0.22
H 7.653 -0.360 0.359 0.08
H 10.063 -0.384 1.003 0.36
```

The spin multiplicity is 1. The value obtained for the gap between HOMO and LUMO is 6.971 eV. The calculation puts the HOMO energy at -0.4035 Eh. The total charge is +1.

***

Record-wise electronic energy values, in eV: -22136.44448 -42613.52051 -91564.09648 -8742.45234 -71405.60025 -53111.26205